C72H157N16O8 | ωB97M-V with the def2-TZVPD basis set

The geometry in ORCA input format:
```
! RIJCOSX wB97M-V def2-TZVPD def2/J DEFGRID3
* xyz 9 1
C 5.44287 12.11085 3.66442
C 6.77933 12.20135 3.31915
C 7.33277 13.39698 3.18484
N 8.83826 13.80362 2.93227
C 9.80897 12.99921 2.78694
C 11.30276 13.33074 3.07850
C 10.36773 20.40201 6.72224
C 9.19511 20.78173 6.09341
C 8.12116 20.84581 6.89107
C 9.16854 15.25721 3.00170
H 4.70862 12.85435 3.93967
H 4.44183 11.75069 19.15558
H 4.93822 11.19879 3.25920
H 7.12012 11.34569 2.63087
H 7.09872 19.01882 13.43627
H 7.19475 13.72408 4.24437
H 6.59307 14.04489 2.67998
H 11.78065 13.28598 4.01266
H 9.36344 12.22135 2.28994
H 11.91665 12.39676 2.60198
H 11.63573 14.24200 2.47751
H 10.37722 20.24877 7.81310
H 11.24998 20.19961 6.18730
H 14.86081 26.77838 6.20959
H 9.14973 20.92207 5.04288
H 8.02055 21.01503 7.96954
H 7.09395 20.77602 6.41261
H 8.70307 15.47441 2.03055
H 10.16131 15.53402 3.30685
H 8.46810 15.71651 3.74177
C 7.81667 19.02594 17.33586
C 8.79474 19.91635 17.78955
C 10.18127 19.51371 18.13230
N 11.21620 20.50313 17.65401
C 12.57097 20.00646 18.39111
C 13.63980 21.06297 18.12907
C 13.98289 20.98926 16.70026
C 12.62773 21.17837 15.74718
C 11.33005 20.34329 16.12552
C 10.77078 21.89449 18.13790
H 4.72051 18.42589 18.72867
H 8.23099 17.84249 17.46664
H 7.18108 19.62488 16.55245
H 8.63311 19.65148 19.43048
H 8.08488 20.82570 17.89508
H 10.44343 18.54939 17.66814
H 10.19026 19.31175 19.24895
H 12.84556 19.04614 17.85593
H 12.28228 19.85909 19.40042
H 14.47228 20.61059 18.60312
H 13.70420 22.03176 18.63128
H 14.42600 19.97755 16.71056
H 14.86914 21.68305 16.34243
H 12.97127 20.84944 14.71142
H 12.34857 22.28282 15.89708
H 11.42350 19.32008 15.78316
H 10.50600 20.86494 15.59223
H 11.46188 22.65172 17.88870
H 10.66779 21.93713 19.21927
H 9.80767 22.14802 17.70146
C 24.82983 16.40720 19.88921
C 23.96411 15.07852 20.03696
N 24.57979 14.00720 19.21769
C 24.71371 14.04251 17.81697
C 25.57258 13.01955 17.53089
N 25.91688 12.40756 18.76186
C 25.27080 13.04494 19.74129
C 26.47532 11.07973 18.77508
H 25.87078 16.26447 20.09526
H 24.43756 17.14339 20.57946
H 24.71967 16.61248 18.86508
H 22.98961 15.34741 19.62646
H 23.98759 14.76701 21.09074
H 24.26831 14.83462 17.17260
H 26.03669 12.62876 16.64805
H 25.48282 12.90024 20.79379
H 27.33028 11.12989 18.09935
H 25.81712 10.35453 18.34004
H 26.86899 10.76048 19.74684
C 21.36950 25.75933 6.15781
C 22.39319 25.61675 7.30934
N 22.48482 24.24257 7.79204
C 23.67610 23.66350 8.24450
C 23.38780 22.35566 8.34839
N 22.04424 22.21169 8.00248
C 21.52876 23.34218 7.67070
C 21.49932 20.84526 7.62156
H 20.34595 25.58388 6.50200
H 21.45625 25.15551 5.29662
H 21.40314 26.79161 5.86836
H 22.06863 26.19717 8.20460
H 23.41008 25.86962 7.05628
H 24.61606 24.28342 8.36685
H 23.93189 21.43706 8.65808
H 20.55538 23.45630 7.23290
H 20.42156 20.97024 7.30553
H 21.51415 20.23165 8.52370
H 22.16715 20.48535 6.79692
C 15.50512 4.70784 9.42801
C 16.98359 4.65360 9.29685
N 17.61773 6.00427 9.34229
C 18.04434 6.65209 8.21604
C 18.75310 7.72493 8.66740
N 18.74924 7.76055 10.05096
C 18.10341 6.64005 10.38970
C 19.54404 8.75930 10.89326
H 15.18933 4.93776 10.45007
H 15.00442 3.81806 9.06404
H 15.03791 5.56005 8.88092
H 17.24644 4.18485 8.35678
H 17.39916 4.14056 10.09921
H 17.65046 6.32257 7.24796
H 19.18404 8.48448 8.02375
H 17.79411 6.37970 11.36953
H 19.34461 9.75532 10.52843
H 20.60108 8.41462 10.72432
H 19.11564 8.79071 11.90296
C 7.78560 7.83634 18.16827
C 6.61938 7.37159 17.34445
N 6.06705 6.21249 17.99859
C 6.54818 4.91462 17.95692
C 5.88337 4.25342 18.93454
N 5.05134 5.12407 19.56514
C 5.12796 6.31847 18.96140
C 3.94461 4.70787 20.48498
H 7.40243 8.38449 19.02984
H 8.29673 8.55974 17.54985
H 8.46619 7.04302 18.45520
H 6.91365 6.99974 16.33706
H 5.79824 8.03239 17.20568
H 7.24972 4.62176 17.19838
H 5.91127 3.18570 19.25672
H 4.62501 7.26301 19.16653
H 3.67239 3.71717 20.19057
H 3.07456 5.40332 20.53578
H 4.29732 4.58822 21.50868
C 29.87040 22.75865 20.85501
C 29.46370 21.32215 20.99098
N 28.74873 20.76084 19.70603
C 29.29237 19.85235 18.90303
C 28.32114 19.49005 18.02263
N 27.18120 20.20027 18.34096
C 27.47428 20.96599 19.43906
C 25.87304 20.16339 17.75534
H 30.47688 23.04160 21.71165
H 28.94881 23.31766 20.77143
H 30.41622 22.91705 19.90006
H 28.85360 21.14721 21.88573
H 30.38375 20.71968 21.10892
H 30.29844 19.50996 19.01188
H 28.30757 18.90338 17.07983
H 26.78675 21.54883 20.08463
H 25.14600 20.18856 18.55362
H 25.67827 19.26183 17.16812
H 25.74324 21.02984 17.07350
C 19.29112 9.22567 16.77899
N 19.37920 8.48689 18.13481
C 18.33949 9.05520 19.03269
C 18.89908 7.05976 17.97993
C 20.84082 8.61536 18.68220
C 21.09855 8.13246 20.04932
O 20.81632 9.20982 21.01463
H 18.28641 9.39700 16.47237
H 19.77342 8.60484 15.97956
H 19.80409 10.17117 16.82223
H 17.34154 8.84296 18.55555
H 18.43308 10.13430 19.12807
H 18.31440 8.62710 20.01220
H 19.62200 6.40126 17.58656
H 17.94655 7.04567 17.41606
H 18.72227 6.73970 18.97578
H 21.23923 9.61244 18.50658
H 21.35283 7.92854 17.99263
H 22.11587 7.85652 20.07280
H 20.50511 7.19992 20.19932
H 20.84158 8.94528 21.98055
C 22.02705 11.95557 6.42341
N 23.24988 12.63658 6.67478
C 24.01458 12.76557 5.34527
C 22.96195 14.02438 7.16404
C 24.16844 11.92673 7.75607
C 23.37443 11.33755 8.97593
O 22.38475 12.18492 9.47354
H 22.14834 10.98591 5.93315
H 21.42433 12.64731 5.74687
H 21.30435 11.81898 7.24449
H 23.33941 13.14188 4.60281
H 24.55479 11.83117 5.18602
H 24.83714 13.49514 5.50341
H 22.23030 13.91840 7.99486
H 22.56131 14.57457 6.36188
H 23.83271 14.53738 7.66017
H 24.87550 12.72158 8.04434
H 24.73496 11.17717 7.25043
H 24.09004 11.13786 9.77887
H 22.89787 10.40838 8.58086
H 22.07744 11.90849 10.35597
C 26.88724 3.26828 10.97487
N 27.77128 4.46748 10.76502
C 29.11665 3.96682 10.90007
C 27.62114 4.97485 9.41009
C 27.44774 5.55460 11.81903
C 27.70109 5.25888 13.30660
O 26.72400 4.35781 13.91118
H 25.90640 3.70531 10.77216
H 27.09785 2.97956 11.97459
H 27.11587 2.47442 10.27695
H 29.30483 3.18996 10.11942
H 29.24440 3.48352 11.82248
H 29.83653 4.76907 10.74022
H 27.98551 4.30774 8.65132
H 28.27740 5.80197 9.29943
H 26.63041 5.31461 9.21794
H 26.43436 5.96472 11.56818
H 28.23304 6.27983 11.59753
H 27.58888 6.25522 13.69663
H 28.76142 4.95002 13.49264
H 27.27575 3.55380 14.03279
C 14.65887 23.92066 27.83963
N 13.75341 24.73550 26.95340
C 12.51972 23.97283 26.53406
C 13.39662 25.97424 27.73542
C 14.56028 25.06914 25.67962
C 15.24450 23.89452 25.03006
O 15.60168 24.29232 23.73807
H 15.57212 24.42208 28.01169
H 14.92284 23.00576 27.30885
H 14.09619 23.72130 28.72900
H 11.78506 24.03720 27.36594
H 12.71563 22.89455 26.29097
H 12.00112 24.49817 25.74959
H 12.94149 25.83220 28.71432
H 12.64996 26.50904 27.20662
H 14.33454 26.48434 27.88996
H 15.27934 25.79098 26.01247
H 13.84782 25.47308 24.90576
H 14.61284 23.00045 24.90270
H 16.18860 23.70187 25.65959
H 16.20259 25.08197 23.72599
C 21.49245 12.21397 13.84648
C 20.90443 11.02233 13.35839
O 20.29427 10.25592 14.15970
O 20.97959 10.92134 12.08689
H 22.39373 12.57652 13.33693
H 21.83362 12.04568 14.85847
H 20.75773 13.01828 13.86964
C 20.60114 17.53171 14.67822
C 21.50371 16.60339 15.57406
O 22.33372 17.16487 16.33813
O 21.20694 15.41545 15.51290
H 20.05788 16.98044 14.00128
H 21.15975 18.37620 14.25378
H 20.01218 17.97803 15.43473
*
```

Summary:
Electronic energy (Ha): -4310.76568
Energy above the lowest of the compared OMol25 structures with the same formula, charge and spin (kJ/mol): 2473.1
HOMO level (eV): -14.343